No. 1
Here is the molecule C6H12O from OMol25. Energies are from ωB97M-V/def2-TZVPD.

XYZ file:
```
19
Properties=species:S:1:pos:R:3
C -2.64 0.17 -0.22
C -1.80 -0.74 0.27
C -0.60 -1.24 -0.50
O 0.59 -1.31 0.26
C 1.35 -0.11 0.41
C 1.95 0.37 -0.92
C 0.60 0.98 1.17
H -2.46 0.62 -1.19
H -3.52 0.51 0.32
H -1.95 -1.18 1.26
H -0.79 -2.27 -0.83
H -0.49 -0.63 -1.41
H 2.19 -0.43 1.04
H 2.52 -0.43 -1.39
H 2.62 1.22 -0.75
H 1.18 0.70 -1.63
H -0.25 1.38 0.61
H 1.27 1.81 1.40
H 0.22 0.57 2.11
```

Summary:
Calculated total energy = -311.00916 a.u.
ΔE to the lowest compared entry with this formula, charge and spin = 131.6 kJ/mol
LUMO energy = 1.08 eV
Orbital gap = 10.8 eV

No. 2
Here is the molecule C6H12O from OMol25. Energies are from ωB97M-V/def2-TZVPD.

XYZ file:
```
19
Properties=species:S:1:pos:R:3
O 1.70 0.61 -1.34
C 2.20 -0.14 -0.18
C 1.14 -0.24 0.85
C -0.02 -1.00 0.62
C -1.42 -0.11 0.22
C -2.66 -0.80 0.02
C -1.19 1.34 -0.21
H 2.51 -1.08 -0.63
H 1.32 0.07 1.88
H 3.09 0.38 0.18
H 0.19 -1.60 -0.27
H -0.30 -1.60 1.48
H 1.59 1.53 -1.05
H -1.82 0.11 1.24
H -2.92 -1.23 -0.94
H -3.26 -1.18 0.83
H -0.75 1.37 -1.21
H -2.16 1.80 -0.21
H -0.49 1.86 0.46
```

Summary:
Calculated total energy = -310.82814 a.u.
ΔE to the lowest compared entry with this formula, charge and spin = 606.8 kJ/mol
LUMO energy = -1.16 eV
Orbital gap = 5.6 eV